# 1
Entry from the OMol25 dataset: a single C3H8Si molecule (the ωB97M-V functional and the def2-TZVPD basis).

Each line ends with the Löwdin charge.
CARTESIAN COORDINATES (ANGSTROEM)
C  0.8229  1.4349  -0.0189  -0.0235
C  0.2806  0.1928  -0.0059  -0.5511
C  1.0506  -1.0649  0.0506  -0.1602
Si  -1.6187  -0.0429  -0.0063  0.6700
H  0.1872  2.2144  0.1250  -0.0105
H  1.8748  1.6311  -0.3295  0.0751
H  0.7694  -1.5886  0.9995  0.0812
H  2.1480  -1.0201  -0.0003  0.0883
H  0.5976  -1.5919  -0.7064  0.0292
H  -1.5688  -1.1210  1.0849  -0.0480
H  -2.1780  -0.3867  -1.3118  -0.0983
H  -2.3658  1.3429  0.1190  -0.0522

Computed properties:
- SMILES string = C=C(C)[SiH3]
- LUMO level (eV) = 1.0
- highest occupied orbital energy (eV) = -9.3
- E (a.u.) = -408.5127

---

# 2
Entry from the OMol25 dataset: a molecular structure, C62H72F12N17O33S12 (the ωB97M-V functional and the def2-TZVPD basis).

Each line ends with the Löwdin charge.
CARTESIAN COORDINATES (ANGSTROEM)
C  20.3750  15.5801  17.3604  0.0488
N  21.3758  16.6526  17.0511  -0.0238
C  22.3783  16.8054  17.9753  -0.0107
C  23.4098  17.7202  17.7844  0.0638
C  23.3290  18.5448  16.6246  -0.0964
C  22.2591  18.4319  15.7395  0.0141
C  21.3099  17.4587  15.9239  0.0324
C  24.4020  19.5085  16.2998  -0.0740
C  24.4658  20.1292  15.0704  0.0379
C  25.4666  20.9617  14.7460  -0.0245
N  26.4417  21.2234  15.5682  -0.0301
C  26.5048  20.5799  16.7757  0.0106
C  25.4737  19.7639  17.2163  0.0796
C  27.6031  22.1011  15.1612  0.0609
H  20.5855  14.8290  16.5833  0.0892
H  19.3729  15.9940  17.2950  0.0966
H  20.5050  15.1974  18.3331  0.0675
H  22.3899  16.0658  18.7839  0.1067
H  24.2275  17.6462  18.5027  0.1044
H  22.0816  19.0526  14.9041  0.0780
H  20.5507  17.3157  15.1533  0.1198
H  23.8226  19.8584  14.2355  0.1126
H  25.5573  21.2738  13.7067  0.1476
H  27.4113  20.6854  17.3446  0.1110
H  25.5081  19.2029  18.1100  0.0684
H  27.3633  22.4294  14.1564  0.1016
H  28.5909  21.5622  15.1941  0.1249
H  27.6802  22.8972  15.8814  0.0539
C  17.4237  18.6511  15.7841  0.0258
N  17.0262  20.0252  15.4967  -0.0351
C  18.0008  20.9131  15.3916  0.0255
C  17.7979  22.1615  14.7148  0.0778
C  16.5416  22.3834  14.1697  -0.0919
C  15.5143  21.4039  14.2863  0.0357
C  15.8077  20.2516  14.9497  0.0045
C  16.2262  23.6859  13.4607  -0.0756
C  17.1205  24.7255  13.3901  0.0574
C  16.6201  25.9632  13.0148  0.0337
N  15.3378  26.1935  12.5903  -0.0827
C  14.5225  25.1037  12.4867  0.0070
C  14.9059  23.9176  13.0033  0.0323
C  14.9699  27.5774  12.3369  0.0266
H  16.5207  18.0774  15.9410  0.1138
H  18.0545  18.6536  16.6826  0.0882
H  18.0462  18.2712  14.9966  0.0504
H  18.9202  20.6555  15.8223  0.1026
H  18.5994  22.8818  14.6280  0.1123
H  14.5578  21.4035  13.7611  0.1219
H  15.0546  19.4123  14.9146  0.1672
H  18.1025  24.7495  13.8295  0.1358
H  17.2446  26.8509  13.0883  0.1525
H  13.5548  25.2055  12.0474  0.1444
H  14.1231  23.1366  12.9206  0.1360
H  15.4652  28.1866  13.0934  0.1114
H  13.8931  27.6656  12.3134  0.1064
H  15.3615  27.8337  11.3626  0.1113
C  22.0621  20.3995  22.6321  0.0173
N  22.3521  19.0122  22.8834  -0.0644
C  22.2381  18.0885  21.8758  0.0460
C  22.6858  16.8121  22.0295  0.0400
C  23.2322  16.4043  23.2605  -0.0829
C  23.2992  17.3654  24.3052  0.0416
C  22.9675  18.6593  24.0275  -0.0265
C  23.7494  15.0145  23.3109  -0.1229
C  23.6280  14.2327  24.4882  0.0732
C  23.7769  12.8206  24.3947  0.0207
N  24.1495  12.2841  23.2303  -0.0630
C  24.3881  13.0568  22.1444  -0.0106
C  24.1952  14.3868  22.1756  -0.0382
C  24.3327  10.8277  23.0814  0.0488
H  22.4191  20.6464  21.6755  0.0870
H  22.4933  21.0876  23.3445  0.1011
H  20.9529  20.5743  22.6576  0.1264
H  21.7944  18.4031  20.9400  0.1122
H  22.4830  15.9635  21.3313  0.1201
H  23.6211  17.0398  25.3134  0.1378
H  23.1000  19.4166  24.8227  0.1543
H  23.3636  14.5859  25.4362  0.0985
H  23.5773  12.1174  25.2311  0.1550
H  24.5415  12.5460  21.1811  0.1517
H  24.4480  14.9678  21.3004  0.1006
H  24.6705  10.3856  24.0047  0.1016
H  24.9639  10.8417  22.2414  0.0844
H  23.4099  10.3493  22.7774  0.1119
C  20.4398  16.1187  9.5578  0.0274
N  21.6457  15.8328  10.3553  -0.0624
C  22.6749  16.6378  10.3222  -0.0148
C  23.9018  16.3503  10.8741  0.0653
C  24.0816  15.1871  11.5880  -0.1040
C  22.9905  14.3061  11.6252  0.0667
C  21.7744  14.6507  11.0133  0.0093
C  25.3477  14.8790  12.2737  -0.0569
C  26.4773  15.8165  12.2319  0.0785
C  27.6628  15.6150  12.8185  -0.0234
N  27.8103  14.5285  13.5615  -0.0524
C  26.8229  13.5976  13.6152  0.0171
C  25.6058  13.7559  13.0012  0.0067
C  29.1708  14.2547  14.1497  0.0505
H  20.2852  15.3644  8.7852  0.1026
H  20.6557  17.0976  8.9417  0.1404
H  19.5630  16.2001  10.1853  0.0529
H  22.5464  17.6149  9.7579  0.1714
H  24.7150  17.0580  10.8244  0.0902
H  22.9763  13.4230  12.2491  0.1169
H  20.9508  14.0073  11.1163  0.1070
H  26.4626  16.7921  11.6482  0.0558
H  28.4672  16.2575  12.6717  0.1281
H  27.0301  12.7595  14.2470  0.1347
H  24.8175  13.0356  13.1092  0.0846
H  29.8418  15.1158  14.1044  0.0657
H  29.6523  13.4097  13.5980  0.1200
H  28.8987  14.0075  15.1361  0.0776
C  30.1926  25.5078  22.1573  0.0473
N  30.2752  24.1289  21.6564  -0.0733
C  31.4598  23.6614  21.0533  -0.0007
C  31.6027  22.4723  20.3999  0.0276
C  30.5070  21.6168  20.3505  -0.1229
C  29.3487  22.0127  20.9842  0.0285
C  29.2565  23.2679  21.6337  -0.0119
C  30.4745  20.2109  19.7575  -0.1171
C  30.8471  19.1866  20.6215  0.0263
C  30.5816  17.8879  20.3212  0.0265
N  29.8347  17.5995  19.1831  -0.0376
C  29.4556  18.5844  18.3911  -0.0396
C  29.8265  19.9216  18.5929  0.0483
C  29.5241  16.1860  18.8785  0.0268
H  29.4472  25.8426  21.4744  0.0914
H  31.0963  25.9843  21.8552  0.0969
H  29.9014  25.5997  23.1922  0.1098
H  32.3518  24.2965  21.0572  0.1477
H  32.5253  22.1673  19.9574  0.1347
H  28.4678  21.3966  20.9517  0.1213
H  28.3574  23.7276  21.9554  0.1332
H  31.4641  19.3412  21.4330  0.1101
H  30.7317  17.0935  21.0057  0.1194
H  28.9510  18.3113  17.4280  0.1151
H  29.4342  20.6085  17.8766  0.1073
H  29.9011  15.5063  19.6603  0.0862
H  30.0133  15.8252  17.9607  0.1101
H  28.4395  16.0562  18.8239  0.1008
O  27.1685  19.6217  12.4332  0.0788
C  26.0337  19.0122  11.9156  -0.7528
O  26.2346  18.1076  11.0339  -0.1039
O  24.9558  19.4011  12.2814  0.0522
H  27.8751  19.1610  12.0331  0.0729
O  22.2113  14.3408  19.7357  -0.1152
C  21.8832  13.3674  20.8876  -0.6742
O  22.1190  12.1913  20.5764  0.0107
O  21.6312  14.0602  21.9025  -0.0235
H  22.3703  13.6795  18.9906  0.0842
N  30.0604  17.7602  15.5598  -0.5678
O  28.8222  18.0654  15.5315  -0.0751
O  30.5192  17.0052  14.7304  -0.0089
O  30.8475  18.3623  16.3742  -0.0593
N  27.7671  17.1223  21.3861  -0.2870
S  27.9748  15.8740  22.3394  0.4872
O  29.1414  15.2263  21.8184  -0.2919
O  26.9278  15.0125  22.7237  -0.2310
F  28.4630  16.5128  23.6636  -0.1405
S  26.3937  17.7018  21.0032  0.5229
O  25.2272  16.8501  20.7964  -0.2859
O  26.7167  18.6897  19.9834  -0.2990
F  25.9162  18.4409  22.3068  -0.1656
N  17.8745  16.3978  11.6468  -0.3017
S  16.3905  16.9395  11.6842  0.5287
O  16.2554  17.8002  10.5209  -0.2983
O  15.8967  17.4232  13.0059  -0.3387
F  15.5848  15.6480  11.3739  -0.1542
S  18.3779  15.5975  12.9249  0.4775
O  18.4983  16.3119  14.1364  -0.2782
O  19.5358  14.8627  12.3623  -0.3185
F  17.3563  14.5833  13.2714  -0.0879
N  21.2528  20.7010  12.8481  -0.2991
S  20.4459  19.4313  12.5430  0.5305
O  20.5824  19.1129  11.1730  -0.2418
O  19.2600  19.3288  13.2966  -0.2517
F  21.3921  18.2463  13.2785  -0.2292
S  20.9921  22.0715  12.2781  0.4775
O  22.0975  22.9429  12.5488  -0.2676
O  19.6459  22.4375  12.4178  -0.2886
F  21.0739  21.8384  10.6486  -0.2053
N  28.1629  24.0992  19.5022  -0.3322
S  26.6311  23.7425  19.2488  0.5009
O  26.3738  23.5218  17.8435  -0.2717
O  25.7788  24.5047  20.1644  -0.2771
F  26.7126  22.4516  19.9684  -0.1268
S  29.0068  24.6549  18.3288  0.6117
O  30.3733  25.0269  18.9137  -0.3414
O  28.3550  25.5210  17.3476  -0.2615
F  29.4338  23.2305  17.7307  -0.2051
N  23.8572  14.1043  16.8584  -0.2910
S  25.3216  13.8905  17.5095  0.5284
O  26.1941  13.0362  16.7960  -0.2701
O  25.2476  13.8010  18.9452  -0.2813
F  25.8610  15.3801  17.3034  -0.1930
S  23.1255  13.4971  15.6122  0.4873
O  23.9481  12.7112  14.7535  -0.2907
O  22.3560  14.5666  15.0921  -0.2804
F  21.9996  12.5674  16.2076  -0.1510
N  19.1234  20.4597  18.7183  -0.3051
S  20.2250  21.3587  18.3375  0.4583
O  20.8831  22.0231  19.4242  -0.2658
O  19.9600  22.1229  17.1489  -0.2816
F  21.2975  20.2721  17.8270  -0.1901
S  19.2457  19.2377  19.6544  0.5368
O  18.9611  19.5155  21.0151  -0.2445
O  20.4227  18.5283  19.3838  -0.2835
F  18.0115  18.2535  19.0536  -0.2155

Computed properties:
- net charge = +1
- LUMO level (eV) = -4.5
- highest occupied orbital energy (eV) = -9.9
- E (a.u.) = -11795.6671